one:
{"formula": "C3H14NO2", "method": "ωB97M-V/def2-TZVPD", "e_lumo_ev": -2.926, "total_charge": 1, "species": ["O", "O", "N", "C", "C", "C", "H", "H", "H", "H", "H", "H", "H", "H", "H", "H", "H", "H", "H", "H"], "xyz": [[-2.151, 1.130, -0.058], [-0.861, -1.436, 1.765], [0.310, -0.300, -0.578], [1.482, 1.484, 0.655], [1.655, 0.313, -0.288], [0.242, -1.148, -1.821], [2.277, -0.478, 0.105], [-2.780, 1.214, -0.781], [-1.821, -1.329, 1.763], [1.066, 2.323, 0.149], [1.999, 0.668, -1.248], [-0.496, -1.925, -1.654], [-2.440, 1.740, 0.625], [-0.031, -0.492, -2.643], [2.412, 1.767, 1.132], [-0.613, -1.432, 2.692], [0.036, -0.852, 0.249], [-0.429, 0.412, -0.652], [0.797, 1.247, 1.456], [1.228, -1.563, -2.001]]}



two:
{"formula": "C3H14NO2", "method": "ωB97M-V/def2-TZVPD", "e_lumo_ev": -3.023, "total_charge": 1, "species": ["O", "O", "N", "C", "C", "C", "H", "H", "H", "H", "H", "H", "H", "H", "H", "H", "H", "H", "H", "H"], "xyz": [[2.268, 0.171, 1.566], [-0.969, 2.634, 1.554], [-0.036, 0.567, -0.129], [-0.432, -0.858, -0.445], [0.844, -1.636, -0.789], [-1.448, -0.827, -1.566], [0.020, 1.109, -0.998], [-1.242, -1.628, -2.289], [-0.831, -1.268, 0.488], [0.758, 0.735, 0.510], [1.509, -1.023, -1.398], [-1.402, 3.315, 1.029], [1.342, -1.915, 0.143], [2.663, -0.510, 2.131], [-0.786, 1.096, 0.376], [0.570, -2.554, -1.313], [2.491, 0.983, 2.042], [-1.442, 0.105, -2.133], [-1.435, 2.511, 2.393], [-2.441, -1.007, -1.171]]}



Most stable structure, least stable structure: one, two.



one:
{"formula": "C22H22N2O3", "method": "ωB97M-V/def2-TZVPD", "e_lumo_ev": -1.198, "smiles": "CCOc1c2ccccc2c2c3c(cccc13)C(=O)N(CCN(C)C)C2=O", "species": ["O", "O", "O", "N", "N", "C", "C", "C", "C", "C", "C", "C", "C", "C", "C", "C", "C", "C", "C", "C", "C", "C", "C", "C", "C", "C", "C", "H", "H", "H", "H", "H", "H", "H", "H", "H", "H", "H", "H", "H", "H", "H", "H", "H", "H", "H", "H", "H", "H"], "xyz": [[-0.662, -2.032, 3.775], [0.908, 1.529, -1.265], [2.590, -2.396, -2.505], [-0.184, -0.558, -4.695], [1.463, -0.448, -2.092], [1.836, 0.174, -3.377], [-1.952, 0.417, 3.034], [-2.603, 1.570, 2.660], [0.649, 0.578, -4.313], [0.878, -3.403, 2.052], [-0.389, -1.442, 2.597], [-2.294, 2.176, 1.446], [-1.266, 1.656, 0.635], [0.391, -2.121, 1.710], [0.307, -0.255, 0.139], [2.052, -3.560, -0.029], [-0.620, 0.422, 0.988], [1.323, -1.816, 5.159], [-0.120, -1.393, 4.944], [1.881, -1.723, -1.739], [0.721, -1.547, 0.458], [-0.967, -0.183, 2.220], [0.406, -1.592, -5.623], [1.558, -2.266, -0.405], [0.812, 0.342, -1.126], [1.678, -4.081, 1.180], [-1.101, -1.142, -3.687], [2.086, -5.055, 1.478], [-3.366, 1.980, 3.306], [-0.426, -2.085, -6.210], [2.534, -0.456, -3.955], [-2.224, -0.041, 3.977], [1.711, -1.420, 6.121], [-0.701, -1.679, 5.824], [0.638, -3.892, 2.998], [-1.103, 2.185, -0.283], [1.346, -2.936, 5.231], [-1.395, -0.377, -2.975], [1.134, -1.094, -6.312], [-1.965, -1.632, -4.193], [-0.101, -0.283, 4.862], [2.387, 1.061, -3.154], [0.052, 1.305, -3.803], [0.902, -2.406, -5.121], [1.966, -1.496, 4.327], [-0.533, -1.899, -3.101], [2.726, -4.143, -0.653], [-2.841, 3.084, 1.198], [1.071, 1.025, -5.230]]}



two:
{"formula": "C22H22N2O3", "method": "ωB97M-V/def2-TZVPD", "e_lumo_ev": 0.056, "smiles": "COc1ccccc1CCNC(=O)CNC(=O)c1ccc2ccccc2c1", "species": ["O", "O", "O", "N", "N", "C", "C", "C", "C", "C", "C", "C", "C", "C", "C", "C", "C", "C", "C", "C", "C", "C", "C", "C", "C", "C", "C", "H", "H", "H", "H", "H", "H", "H", "H", "H", "H", "H", "H", "H", "H", "H", "H", "H", "H", "H", "H", "H", "H"], "xyz": [[-0.686, 0.169, -0.542], [-0.881, 0.685, 2.905], [1.683, 4.066, -0.369], [0.638, 2.367, 0.714], [0.692, 1.233, -1.980], [1.771, -3.631, -2.752], [0.259, 2.570, -1.634], [0.741, -1.164, -1.895], [0.790, -2.226, -1.023], [1.307, -3.473, -1.419], [-1.083, -0.693, 2.700], [-3.963, 2.106, 1.481], [0.942, 3.105, -0.359], [1.691, -2.532, -3.635], [-0.098, 3.357, 2.860], [1.376, -4.571, -0.535], [1.882, -5.770, -0.954], [-3.067, 1.162, 1.953], [2.342, -5.925, -2.271], [1.194, -1.330, -3.222], [1.040, 2.683, 2.063], [2.287, -4.880, -3.151], [-1.819, 1.552, 2.421], [-3.624, 3.444, 1.469], [-2.376, 3.833, 1.928], [0.180, 0.123, -1.406], [-1.463, 2.910, 2.407], [-4.319, 4.182, 1.099], [0.036, 3.121, 3.918], [1.020, -4.444, 0.477], [-4.929, 1.784, 1.119], [1.337, 1.753, 2.552], [-3.350, 0.122, 1.946], [0.428, -2.096, -0.013], [2.028, -2.662, -4.653], [2.639, -4.997, -4.166], [1.932, -6.607, -0.274], [-0.167, -1.178, 3.038], [-2.101, 4.877, 1.907], [0.481, 3.243, -2.464], [-0.038, 1.618, 0.603], [1.898, 3.355, 2.004], [-0.033, 4.438, 2.738], [2.738, -6.880, -2.583], [1.115, -0.511, -3.922], [-1.246, -0.908, 1.640], [-0.821, 2.542, -1.458], [-1.924, -1.073, 3.289], [1.518, 1.152, -2.551]]}



Most stable structure, least stable structure: two, one.



one:
{"formula": "C3H10N3", "method": "ωB97M-V/def2-TZVPD", "e_lumo_ev": [-3.760, -7.618], "spin_multiplicity": 3, "total_charge": 1, "species": ["N", "N", "N", "C", "C", "C", "H", "H", "H", "H", "H", "H", "H", "H", "H", "H"], "xyz": [[-2.090, -0.791, -0.077], [0.314, -0.826, 0.504], [-0.197, 0.420, 0.085], [-1.518, 0.388, -0.086], [1.369, -1.273, -0.413], [0.598, 1.571, 0.126], [1.291, 1.713, -0.777], [-1.346, -1.406, 0.233], [1.926, -2.140, -0.183], [0.839, -1.477, -1.418], [1.139, 1.578, 1.202], [-0.120, 2.534, 0.162], [-2.026, 1.406, -0.253], [1.909, -0.369, -0.767], [-3.048, -0.917, -0.153], [0.958, -0.411, 1.815]]}



two:
{"formula": "C3H10N3", "method": "ωB97M-V/def2-TZVPD", "e_lumo_ev": [-4.093, -6.408], "spin_multiplicity": 3, "total_charge": 1, "species": ["N", "N", "N", "C", "C", "C", "H", "H", "H", "H", "H", "H", "H", "H", "H", "H"], "xyz": [[0.768, 0.460, -0.012], [-1.676, -0.664, -1.207], [1.346, -0.316, 1.052], [-1.878, 0.579, 0.890], [1.284, 0.158, -1.301], [-1.301, -0.135, -0.234], [-1.190, -1.032, -2.092], [2.385, -0.074, 1.277], [1.301, -1.359, 0.842], [-1.144, 1.110, 1.397], [1.277, -0.956, -1.655], [0.923, -0.226, 2.055], [-2.310, -0.025, 1.651], [-2.549, 1.225, 0.467], [0.478, 0.651, -1.906], [2.287, 0.605, -1.225]]}



Most stable structure, least stable structure: two, one.



one:
{"formula": "C12H36O12", "method": "ωB97M-V/def2-TZVPD", "e_lumo_ev": -0.059, "species": ["O", "O", "O", "O", "O", "O", "O", "O", "O", "O", "O", "O", "C", "C", "C", "C", "C", "C", "C", "C", "C", "C", "C", "C", "H", "H", "H", "H", "H", "H", "H", "H", "H", "H", "H", "H", "H", "H", "H", "H", "H", "H", "H", "H", "H", "H", "H", "H", "H", "H", "H", "H", "H", "H", "H", "H", "H", "H", "H", "H"], "xyz": [[16.766, 2.140, 31.695], [18.661, -0.218, 37.036], [19.931, 1.449, 34.005], [15.761, 4.551, 30.027], [20.259, -1.359, 34.118], [15.343, -1.169, 32.172], [20.269, 2.475, 28.616], [19.206, 1.495, 30.288], [15.800, 1.175, 33.497], [15.837, 6.279, 32.052], [22.636, 1.086, 34.284], [17.621, 2.927, 30.032], [14.617, 5.505, 31.851], [18.556, 3.964, 29.611], [21.247, -0.784, 33.251], [15.167, 0.044, 31.553], [19.965, 1.008, 35.372], [22.514, -0.269, 33.956], [18.898, 0.781, 31.513], [15.006, 4.174, 31.161], [17.956, 1.686, 32.347], [14.837, 1.147, 32.538], [19.247, 3.474, 28.396], [18.698, 0.186, 35.655], [13.822, 5.966, 31.264], [20.170, 1.813, 36.076], [19.905, -2.143, 33.693], [14.231, 5.250, 32.838], [17.030, 2.961, 31.273], [16.161, 0.380, 31.255], [13.903, 0.923, 33.053], [23.427, 1.295, 34.786], [18.789, 3.265, 27.429], [17.623, 1.106, 33.208], [23.379, -0.481, 33.328], [14.768, 2.013, 31.880], [15.630, -0.928, 33.055], [16.381, 6.106, 31.281], [20.000, 2.031, 29.423], [16.404, 1.800, 33.090], [18.465, 2.443, 32.943], [18.377, 1.904, 30.032], [16.742, 3.262, 29.840], [18.259, -0.011, 31.124], [15.529, 4.079, 29.224], [14.320, 0.043, 30.867], [19.271, 4.002, 30.433], [20.234, 0.881, 33.293], [14.097, 3.606, 30.961], [20.890, -0.079, 32.501], [17.833, 0.842, 35.554], [18.419, 0.599, 37.479], [21.664, -1.614, 32.680], [15.620, 3.506, 31.765], [19.846, 0.417, 31.908], [18.036, 4.860, 29.272], [18.586, -0.648, 34.962], [22.563, -0.870, 34.865], [19.869, 4.320, 28.101], [20.881, 0.436, 35.517]]}



two:
{"formula": "C12H36O12", "method": "ωB97M-V/def2-TZVPD", "e_lumo_ev": 0.210, "smiles": "OCCO.OCCO.OCCO.OCCO.OCCO.OCCO", "species": ["O", "O", "O", "O", "O", "O", "O", "O", "O", "O", "O", "O", "C", "C", "C", "C", "C", "C", "C", "C", "C", "C", "C", "C", "H", "H", "H", "H", "H", "H", "H", "H", "H", "H", "H", "H", "H", "H", "H", "H", "H", "H", "H", "H", "H", "H", "H", "H", "H", "H", "H", "H", "H", "H", "H", "H", "H", "H", "H", "H"], "xyz": [[-6.669, -9.466, 13.540], [-5.995, -11.191, 8.262], [-7.264, -16.386, 10.635], [-6.959, -12.240, 14.014], [-9.543, -13.272, 14.538], [-2.214, -11.527, 14.866], [-4.123, -6.856, 13.623], [-3.883, -12.383, 10.166], [-0.516, -12.377, 16.958], [-9.421, -17.372, 12.410], [-4.158, -11.976, 12.960], [-12.258, -14.531, 14.425], [-7.122, -17.186, 11.805], [-6.330, -13.070, 13.067], [-11.347, -14.437, 13.338], [-4.059, -11.023, 9.713], [-5.528, -10.720, 9.507], [-9.924, -14.449, 13.856], [-1.336, -12.604, 14.654], [-5.377, -7.479, 13.402], [-0.159, -12.415, 15.591], [-4.827, -13.181, 13.306], [-8.278, -18.138, 11.973], [-5.405, -8.915, 13.872], [-0.966, -12.676, 13.623], [-4.590, -9.543, 13.489], [-8.105, -15.916, 10.723], [-13.157, -14.501, 14.088], [-6.115, -11.110, 10.348], [0.338, -11.489, 15.271], [-5.259, -8.916, 14.962], [-2.988, -12.677, 9.973], [-3.009, -11.611, 14.296], [-5.955, -12.154, 8.263], [-6.766, -14.079, 13.066], [-5.654, -9.637, 9.571], [-1.002, -11.550, 17.067], [-3.507, -10.798, 8.799], [-4.658, -13.381, 14.364], [-4.068, -11.903, 11.993], [-8.126, -18.935, 12.709], [-3.415, -7.506, 13.585], [0.592, -13.198, 15.476], [-1.852, -13.547, 14.893], [-6.129, -6.912, 13.950], [-9.670, -13.438, 15.478], [-7.903, -12.477, 14.046], [-6.941, -16.512, 12.652], [-4.468, -14.000, 12.675], [-3.649, -10.368, 10.498], [-11.484, -13.489, 12.808], [-6.718, -10.349, 13.951], [-8.515, -18.657, 11.041], [-10.219, -17.841, 12.152], [-5.633, -7.448, 12.335], [-9.298, -14.621, 12.974], [-6.467, -12.668, 12.053], [-6.201, -17.765, 11.690], [-9.696, -15.351, 14.434], [-11.504, -15.263, 12.641]]}



Most stable structure, least stable structure: two, one.



one:
{"formula": "C2H6NO2", "method": "ωB97M-V/def2-TZVPD", "e_lumo_ev": 4.192, "total_charge": -1, "species": ["O", "O", "N", "C", "C", "H", "H", "H", "H", "H", "H"], "xyz": [[-0.200, -1.810, 0.083], [0.385, -0.596, 1.901], [-0.158, 2.424, -1.492], [-0.088, 1.009, -1.100], [0.173, -1.652, 1.267], [-0.970, 0.442, -1.407], [0.761, 0.545, -1.600], [0.348, -2.609, 1.841], [0.035, 0.895, -0.027], [0.164, 2.629, -2.424], [-1.058, 2.855, -1.335]]}



two:
{"formula": "C2H6NO2", "method": "ωB97M-V/def2-TZVPD", "e_lumo_ev": 4.093, "total_charge": -1, "species": ["O", "O", "N", "C", "C", "H", "H", "H", "H", "H", "H"], "xyz": [[-0.999, -1.672, -0.563], [1.500, 2.052, 1.545], [0.459, 0.495, 0.104], [1.353, 0.960, 0.979], [-1.872, -1.456, -1.643], [2.240, 0.265, 0.942], [-0.435, 0.934, 0.377], [-0.527, -0.847, -0.260], [-2.882, -1.755, -1.352], [-1.557, -2.090, -2.477], [-1.901, -0.389, -1.870]]}



Most stable structure, least stable structure: one, two.



one:
{"formula": "C6H8N2O2", "method": "ωB97M-V/def2-TZVPD", "e_lumo_ev": 0.609, "smiles": "O=c1cc[nH]c(=O)[nH]1.C=C", "species": ["O", "O", "N", "N", "C", "C", "C", "C", "C", "C", "H", "H", "H", "H", "H", "H", "H", "H"], "xyz": [[-0.393, 2.376, -0.495], [3.378, 0.273, 0.780], [1.422, 1.181, 0.259], [-0.067, 0.151, -1.180], [1.813, -1.095, -0.387], [2.315, 0.135, 0.226], [-2.617, -0.386, 0.423], [-1.550, -0.235, 1.210], [0.233, 1.362, -0.450], [0.666, -0.994, -1.030], [-0.996, 0.140, -1.676], [-1.546, -0.399, 2.293], [-2.456, -0.284, -0.617], [0.187, -1.847, -1.553], [-0.764, 0.206, 0.685], [2.337, -2.006, -0.162], [-3.587, -0.613, 0.925], [1.624, 2.035, 0.751]]}



two:
{"formula": "C6H8N2O2", "method": "ωB97M-V/def2-TZVPD", "e_lumo_ev": [-0.157, -0.132], "species": ["O", "O", "N", "N", "C", "C", "C", "C", "C", "C", "H", "H", "H", "H", "H", "H", "H", "H"], "xyz": [[3.065, 0.995, 0.625], [-0.757, 1.639, -1.681], [0.865, 0.416, 1.032], [1.412, 1.439, -0.876], [-0.005, -2.522, -0.827], [-1.605, 0.611, 1.104], [-0.754, -1.462, -0.781], [1.924, 0.896, 0.306], [0.042, 1.273, -0.806], [-0.309, 0.548, 0.381], [-2.515, 0.416, 0.597], [0.918, -2.725, -0.346], [0.933, -0.053, 2.017], [-1.773, -1.177, -0.896], [-1.519, 1.607, 1.524], [-1.628, -0.217, 1.771], [2.027, 1.623, -1.656], [-0.321, -3.305, -1.488]]}



Most stable structure, least stable structure: one, two.



one:
{"formula": "C9H14O", "method": "ωB97M-V/def2-TZVPD", "e_lumo_ev": [-3.860, -7.609], "spin_multiplicity": 2, "total_charge": 1, "species": ["O", "C", "C", "C", "C", "C", "C", "C", "C", "C", "H", "H", "H", "H", "H", "H", "H", "H", "H", "H", "H", "H", "H", "H"], "xyz": [[2.610, -0.219, -0.108], [1.320, 0.784, 1.618], [1.532, 0.457, 0.234], [-0.607, 2.114, 0.977], [0.204, 1.488, 1.940], [-1.778, 2.924, 1.446], [-0.546, -3.437, -0.901], [0.578, 0.875, -0.717], [0.270, -2.504, -1.841], [-0.406, 1.780, -0.387], [-1.870, 3.790, 0.792], [1.355, -2.529, -1.879], [-1.370, -3.765, -1.537], [2.362, -0.742, -0.879], [0.690, 0.602, -1.758], [-1.603, 3.299, 2.450], [-0.109, -2.561, -2.859], [0.165, 1.555, 3.025], [2.038, 0.428, 2.342], [-1.029, -2.950, -0.067], [-0.012, -1.468, -1.591], [-2.666, 2.299, 1.382], [0.105, -4.268, -0.650], [-1.231, 2.047, -1.031]]}



two:
{"formula": "C9H14O", "method": "ωB97M-V/def2-TZVPD", "e_lumo_ev": [-3.805, -7.397], "spin_multiplicity": 2, "total_charge": 1, "species": ["O", "C", "C", "C", "C", "C", "C", "C", "C", "C", "H", "H", "H", "H", "H", "H", "H", "H", "H", "H", "H", "H", "H", "H"], "xyz": [[2.190, -2.630, -0.294], [-0.351, 0.042, -1.974], [0.023, -2.121, -0.965], [1.890, -0.433, -1.123], [-0.712, 1.700, 2.727], [1.369, -1.722, -0.773], [-0.484, 0.289, 3.177], [1.013, 0.362, -1.798], [-1.288, 1.110, -2.404], [-0.821, -1.234, -1.551], [-0.679, -0.582, 2.543], [-1.761, 1.985, 2.766], [-1.170, 1.213, -3.488], [-1.018, -0.045, 4.078], [-1.845, -1.445, -1.813], [0.545, 0.156, 3.535], [2.820, -0.019, -0.763], [-0.203, 2.454, 3.316], [-0.315, -3.058, -0.549], [-0.971, 2.074, -2.009], [1.376, 1.319, -2.164], [3.071, -2.279, -0.054], [-2.301, 0.898, -2.137], [-0.376, 1.967, 1.717]]}



three:
{"formula": "C9H14O", "method": "ωB97M-V/def2-TZVPD", "e_lumo_ev": [-3.851, -7.694], "spin_multiplicity": 2, "total_charge": 1, "species": ["O", "C", "C", "C", "C", "C", "C", "C", "C", "C", "H", "H", "H", "H", "H", "H", "H", "H", "H", "H", "H", "H", "H", "H"], "xyz": [[0.575, -3.912, 0.737], [-2.158, 2.000, -2.079], [-0.339, -1.661, 0.232], [1.892, -0.723, 1.715], [0.655, -2.565, 0.757], [-0.229, -0.312, 0.592], [1.812, -2.090, 1.451], [-0.978, 1.134, -2.507], [0.926, 0.135, 1.236], [1.097, 1.604, 1.740], [-3.122, 1.943, -2.646], [0.881, 2.360, 1.073], [-1.168, 0.735, -3.493], [-0.031, 1.677, -2.442], [-2.442, 1.849, -1.115], [-2.052, 3.080, -2.267], [-1.057, 0.268, 0.335], [-0.751, 0.259, -1.890], [2.804, -0.177, 2.030], [-1.239, -1.856, -0.329], [-0.156, -4.368, 0.253], [2.509, -2.810, 1.922], [0.421, 1.708, 2.608], [2.148, 1.723, 2.089]]}



Most stable structure, least stable structure: two, three.